Record 1
Density functional theory data (wB97M-V/def2-TZVPD) for 4 unconnected molecules or ions with the total composition C3H12IN6O3.

Computed properties:
Total charge: -1
DFT total energy, a.u.: -973.7160
HOMO, Ha: -0.18067
Strongest force on any atom, eV/Å: 1.6

Each line ends with the Mulliken charge.
Positions of all 25 atoms, in Å:
I (-13.70399, -27.90149, 6.00696)  -0.6011
C (-10.57326, -26.12629, 3.10092)  0.5480
O (-10.03832, -26.22724, 1.98225)  -0.7183
N (-10.89070, -27.21439, 3.84964)  -0.2736
N (-10.96610, -24.91621, 3.59942)  -0.3536
H (-10.72219, -28.08649, 3.38286)  0.1930
H (-11.55908, -27.19055, 4.61594)  0.0509
H (-10.73999, -24.14154, 3.00801)  0.2034
H (-11.07051, -24.89792, 4.60093)  0.2249
C (-16.09829, -30.80344, 3.40859)  0.5940
O (-16.64869, -31.61709, 2.65915)  -0.6991
N (-14.79121, -30.43662, 3.33313)  -0.2561
N (-16.76827, -30.22690, 4.45826)  -0.3277
H (-14.19292, -30.65626, 2.56347)  0.1842
H (-14.50017, -29.71360, 3.97325)  0.0184
H (-17.67556, -30.63034, 4.60917)  0.2021
H (-16.33206, -29.69454, 5.19394)  0.1442
C (-10.19470, -24.84141, 7.62013)  0.6251
O (-10.34080, -24.13673, 6.61872)  -0.6640
N (-11.02506, -25.88454, 7.88906)  -0.2598
N (-9.26894, -24.57159, 8.59234)  -0.4463
H (-10.91592, -26.37881, 8.75093)  0.1296
H (-11.60595, -26.23295, 7.14262)  0.0767
H (-8.51124, -23.96887, 8.31285)  0.2324
H (-9.02961, -25.12738, 9.38897)  0.1724

=====

Record 2
Density functional theory data (wB97M-V/def2-TZVPD) for a molecular structure, CH5ClO4Pd.

Computed properties:
Total charge: +2
DFT total energy, a.u.: -928.6847
HOMO (alpha / beta), Ha: -0.73304 / -0.84332
Strongest force on any atom, eV/Å: 5.5
Spin multiplicity: 5

Each line ends with the Mulliken charge.
Positions of all 12 atoms, in Å:
Pd (-0.27846, 0.66348, 0.28212)  0.2641
C (-0.81605, 0.95668, -1.62313)  -0.6238
H (-1.56293, 0.23281, -1.97041)  0.3732
H (-1.20545, 1.97828, -1.69330)  0.3535
H (0.10232, 0.85344, -2.23092)  0.3512
H (1.34362, 1.10484, -0.09040)  0.2678
H (0.96257, 1.81797, 0.25809)  0.3056
O (-0.62699, -2.53850, 1.82469)  -0.2006
Cl (0.28998, -1.51811, 1.40989)  1.9587
O (1.64174, -1.93977, 1.73640)  -0.1535
O (0.18396, -1.37329, -0.03738)  -0.4662
O (-0.03432, -0.23784, 2.13437)  -0.4301

=====

Record 3
Density functional theory data (wB97M-V/def2-TZVPD) for 4 unconnected molecules or ions with the total composition C22H47N3OP.

Computed properties:
Total charge: -1
DFT total energy, a.u.: -1446.8873
HOMO, Ha: -0.09686
Strongest force on any atom, eV/Å: 10.1

Each line ends with the Mulliken charge.
Positions of all 74 atoms, in Å:
C (3.63115, -0.69533, -0.81033)  -0.6513
O (2.18128, -0.51151, -0.99268)  -0.2602
C (1.73431, 0.82978, -0.57943)  -0.3237
C (0.53648, 1.31028, -1.63554)  -0.5060
C (-0.85307, 1.70852, -0.85906)  -0.1298
C (-2.04767, 2.07499, -1.95852)  -0.7413
C (-3.49733, 2.41700, -1.25824)  0.1772
C (-4.16363, 1.17701, -0.41804)  -0.7250
C (-4.14822, -0.27281, -1.22665)  -0.2781
C (-3.57272, -1.47453, -0.27298)  -0.7063
C (-2.04707, -1.96700, -0.61105)  -0.0347
P (-1.68745, -2.29937, -2.45645)  -0.0954
H (3.98862, -1.45011, -1.66222)  0.1520
H (3.90307, -1.17181, 0.24577)  0.1940
H (4.27170, 0.27761, -0.96285)  0.3420
H (1.20136, 0.79369, 0.48666)  0.1265
H (2.60966, 1.63763, -0.58143)  0.2646
H (0.92738, 2.26094, -2.23888)  0.2925
H (0.30947, 0.46022, -2.43073)  0.2150
H (-1.22528, 0.91315, -0.07504)  0.0779
H (-0.68994, 2.71403, -0.23810)  0.2647
H (-1.68461, 3.08660, -2.47661)  0.3526
H (-2.11651, 1.27927, -2.83241)  0.2688
H (-4.25206, 2.89875, -2.03314)  0.4306
H (-3.28072, 3.27832, -0.46088)  -0.7962
H (-5.30097, 1.48030, -0.22532)  0.3387
H (-3.66254, 1.13223, 0.63946)  0.3055
H (-3.65450, -0.19122, -2.28403)  0.3059
H (-5.29844, -0.52633, -1.42209)  0.2785
H (-4.36445, -2.35834, -0.22844)  0.2709
H (-3.54155, -1.03664, 0.83725)  0.1719
H (-1.19710, -1.26383, -0.18566)  -0.4440
H (-1.89733, -3.00789, -0.04555)  0.1626
H (-3.07791, -2.34500, -2.83117)  -0.0450
H (-1.59614, -0.86347, -2.74443)  -0.3578
H (-0.24528, -2.23629, -2.18354)  -0.2460
H (-1.62083, -3.70781, -2.15838)  0.0719
H (-1.33613, -2.60740, -3.82429)  0.1240
C (-0.08946, -2.20785, 2.96457)  -0.7407
C (-0.58741, -2.89373, 4.23287)  -0.5101
C (-0.81831, -4.39459, 4.04618)  -0.4236
C (-1.86981, -4.62263, 2.97249)  0.2744
N (-2.74212, -4.81194, 2.08180)  -0.4600
H (-0.82215, -2.27539, 2.15415)  0.0401
H (0.08878, -1.14442, 3.15268)  0.3279
H (0.84950, -2.65544, 2.61929)  0.3171
H (-1.51848, -2.41124, 4.55462)  0.3044
H (0.14702, -2.74103, 5.03124)  0.3233
H (-1.16073, -4.84159, 4.98543)  0.2931
H (0.11148, -4.89335, 3.75192)  0.2828
C (-2.70886, 7.47375, 2.51893)  -1.1215
C (-3.18694, 7.21208, 1.09417)  -0.4389
C (-3.80319, 5.82271, 0.91910)  -0.2665
C (-2.76934, 4.75756, 1.24632)  0.3086
N (-1.91175, 3.87383, 1.51773)  -0.5802
H (-1.91409, 6.78063, 2.81238)  0.3444
H (-2.30313, 8.48679, 2.60351)  0.3351
H (-3.53381, 7.37571, 3.23381)  0.2886
H (-2.33951, 7.33236, 0.40817)  0.2948
H (-3.93021, 7.97009, 0.82386)  0.3229
H (-4.14204, 5.68959, -0.11372)  0.2861
H (-4.66882, 5.69970, 1.57896)  0.3265
C (8.18979, -4.23547, -0.37404)  -1.1260
C (7.42991, -4.05758, -1.68473)  -0.4278
C (7.66733, -2.69050, -2.32930)  -0.3234
C (7.19999, -1.59143, -1.38903)  0.2665
N (6.81232, -0.67957, -0.60910)  -0.5311
H (7.86544, -3.51389, 0.38245)  0.3508
H (8.01318, -5.23531, 0.03483)  0.3186
H (9.26841, -4.11467, -0.52637)  0.2948
H (6.35872, -4.19868, -1.49543)  0.2923
H (7.73938, -4.84184, -2.38421)  0.3108
H (7.11296, -2.61789, -3.27092)  0.2782
H (8.73088, -2.54837, -2.54962)  0.3199

=====

- Which value of strongest force on any atom does entry 3 give?
  10.1 eV/Å